Entry from the Open Molecules 2025 dataset: 2 unconnected molecules or ions with the total composition C4H9NO3 in a non-equilibrium geometry (wB97M-V/def2-TZVPD).

Properties
HOMO energy ... -10.074 eV
SMILES string ... CCC(=O)NC=O.O
Energy above the lowest of the compared OMol25 structures with the same formula, charge and spin ... 24.6 kcal/mol
E_tot ... -438.28984 Ha
Kohn-Sham gap ... 10.8 eV

Structure (ORCA input):
```
! RIJCOSX wB97M-V def2-TZVPD def2/J DEFGRID3
* xyz 0 1
O 0.643 -1.297 1.419
C -0.119 -0.854 0.577
N 0.337 0.190 -0.189
C -0.309 0.876 -1.217
O -0.075 2.025 -1.452
C -1.579 -1.132 0.554
C -2.170 -0.292 1.740
H 1.219 0.652 -0.040
H -1.149 0.351 -1.703
H -1.916 -2.164 0.613
H -2.061 -0.889 -0.379
H -2.262 0.766 1.547
H -3.069 -0.820 2.042
H -1.533 -0.487 2.600
H 3.080 1.182 -1.660
H 3.380 0.115 -0.542
O 2.853 0.312 -1.315
*
```

---

Entry from the Open Molecules 2025 dataset: 2 unconnected molecules or ions with the total composition C4H10Cl2F4O2P2 in a non-equilibrium geometry (wB97M-V/def2-TZVPD).

Properties
HOMO energy ... -7.636 eV
SMILES string ... OP(O)[PH3]C(F)(F)C(F)F.ClCCCl
E_tot ... -2311.37242 Ha
Kohn-Sham gap ... 8.2 eV

Structure (ORCA input):
```
! RIJCOSX wB97M-V def2-TZVPD def2/J DEFGRID3
* xyz 0 1
O 2.971 -1.417 1.708
P 2.121 -0.584 0.505
O 2.098 0.989 1.085
P -0.024 -1.303 0.834
C -1.812 -1.863 1.290
F -2.322 -2.700 0.364
F -1.744 -2.505 2.490
C -2.806 -0.702 1.530
F -2.505 -0.099 2.688
F -2.749 0.181 0.516
H 2.591 -2.297 1.860
H 1.629 0.936 1.940
H -0.291 -1.367 -0.550
H 0.473 -2.487 1.485
H -0.305 -0.040 1.488
H -3.804 -1.146 1.615
Cl 1.119 0.033 -2.076
C 0.697 1.761 -1.909
C 0.731 2.487 -3.231
Cl 2.387 2.645 -3.866
H 1.384 2.202 -1.189
H -0.310 1.803 -1.493
H 0.342 3.496 -3.103
H 0.130 1.979 -3.982
*
```

---

Entry from the Open Molecules 2025 dataset: a molecular structure, C18H19N3O2Pt (wB97M-V/def2-TZVPD).

Properties
HOMO energy ... -14.787 eV
Energy above the lowest of the compared OMol25 structures with the same formula, charge and spin ... 0.0 kcal/mol
E_tot ... -1130.79140 Ha
Kohn-Sham gap ... 5.4 eV

Structure (ORCA input):
```
! RIJCOSX wB97M-V def2-TZVPD def2/J DEFGRID3
* xyz 2 1
Pt -0.036 0.113 -0.044
C 1.619 3.418 2.063
C 1.279 2.041 1.639
O 0.484 1.895 0.692
C 1.919 0.940 2.390
C 1.850 -0.396 2.248
C 2.632 -1.354 3.076
N 0.993 -0.950 1.245
N 0.924 -2.191 1.185
C 0.085 -2.626 0.090
O -0.413 -1.765 -0.681
C -0.109 -4.022 -0.040
C -0.960 -4.501 -1.063
C -1.146 -5.852 -1.207
C -0.489 -6.737 -0.347
C 0.348 -6.279 0.667
C 0.542 -4.926 0.830
H 1.074 4.155 1.481
H 2.697 3.563 1.939
H 1.409 3.542 3.129
H 2.578 1.289 3.175
H 3.263 -0.811 3.773
H 3.258 -1.978 2.437
H 1.970 -2.018 3.633
H -1.456 -3.797 -1.717
H -1.798 -6.234 -1.980
H -0.635 -7.803 -0.472
H 0.842 -6.982 1.322
H 1.189 -4.557 1.612
N -1.171 1.116 -1.451
C -0.617 0.991 -2.805
C 0.686 1.396 -3.043
C 1.204 1.265 -4.322
C 0.425 0.731 -5.340
C -0.879 0.336 -5.085
C -1.410 0.466 -3.809
H -2.135 0.790 -1.459
H -1.191 2.097 -1.170
H 1.283 1.845 -2.257
H 2.219 1.582 -4.524
H 0.834 0.631 -6.336
H -1.493 -0.065 -5.880
H -2.432 0.163 -3.609
*
```

---

Entry from the Open Molecules 2025 dataset: 2 unconnected molecules or ions with the total composition C4H13N2O in a non-equilibrium geometry (wB97M-V/def2-TZVPD).

Properties
HOMO energy ... -12.941 eV
Energy above the lowest of the compared OMol25 structures with the same formula, charge and spin ... 119.7 kcal/mol
E_tot ... -344.57607 Ha
Kohn-Sham gap ... 5.5 eV

Structure (ORCA input):
```
! RIJCOSX wB97M-V def2-TZVPD def2/J DEFGRID3
* xyz 1 1
N 1.105 0.291 -1.377
C 0.537 0.444 -0.067
C -0.886 0.772 0.084
C -1.756 0.851 -1.148
O -1.965 -1.654 0.842
C 1.150 -0.650 0.881
N 2.594 -0.526 0.779
H 0.899 1.090 -1.970
H 0.776 -0.506 -1.915
H -2.675 -1.683 1.497
H 1.066 1.331 0.343
H -0.999 1.403 0.969
H -1.299 1.333 -2.017
H -2.665 1.415 -0.952
H -1.966 -0.209 -1.388
H -1.651 -0.750 0.833
H 0.792 -0.610 1.922
H 0.886 -1.618 0.475
H 2.935 0.422 0.837
H 3.120 -1.147 1.373
*
```

---

Entry from the Open Molecules 2025 dataset: a single C7H4F4I2 molecule in a non-equilibrium geometry (wB97M-V/def2-TZVPD).

Properties
HOMO energy ... -9.626 eV
SMILES string ... C=C(F)[C@H](I)/C(F)=C(I)\C(F)=C\F
Energy above the lowest of the compared OMol25 structures with the same formula, charge and spin ... 19.8 kcal/mol
E_tot ... -1263.87513 Ha
Kohn-Sham gap ... 8.8 eV

Structure (ORCA input):
```
! RIJCOSX wB97M-V def2-TZVPD def2/J DEFGRID3
* xyz 0 1
C 0.991 -0.189 -1.741
C 0.531 0.991 -1.002
C 2.296 -0.574 -1.662
C 0.041 0.879 0.238
C -0.020 -0.418 1.029
C -1.399 -0.708 1.435
C -2.445 0.096 1.322
F 0.063 -0.996 -2.247
F 2.787 -1.636 -2.275
F -0.318 1.950 0.977
F -1.667 -2.033 1.639
I 0.497 2.833 -2.125
I 1.191 -0.124 2.906
H 0.291 -1.208 0.351
H 2.984 0.179 -1.485
H -3.452 -0.124 1.804
H -2.370 1.082 0.837
*
```

---

Entry from the Open Molecules 2025 dataset: 2 unconnected molecules or ions with the total composition C4H7NOS in a non-equilibrium geometry (wB97M-V/def2-TZVPD).

Properties
HOMO energy ... -8.080 eV
Energy above the lowest of the compared OMol25 structures with the same formula, charge and spin ... 108.9 kcal/mol
E_tot ... -684.63347 Ha
Kohn-Sham gap ... 8.6 eV

Structure (ORCA input):
```
! RIJCOSX wB97M-V def2-TZVPD def2/J DEFGRID3
* xyz 0 1
C -0.174 -1.668 -0.447
C -0.149 -0.461 0.063
C 2.644 0.236 0.114
C -1.901 1.194 0.706
N 3.121 -0.819 0.374
O 2.387 1.321 -0.187
S -0.556 1.076 -0.500
H -0.526 -1.849 -1.526
H 0.284 -2.561 0.048
H -2.684 1.891 0.362
H -1.609 1.714 1.497
H -2.348 0.206 0.886
H -1.349 1.462 -1.592
H 2.861 -1.742 0.200
*
```

---

Entry from the Open Molecules 2025 dataset: 2 unconnected molecules or ions with the total composition C6H8NPS2 in a non-equilibrium geometry (wB97M-V/def2-TZVPD).

Properties
HOMO energy ... -8.727 eV
SMILES string ... C#C[C@H]1C=CP(S)S1.C=N
Energy above the lowest of the compared OMol25 structures with the same formula, charge and spin ... 86.0 kcal/mol
E_tot ... -1425.77969 Ha
Kohn-Sham gap ... 9.5 eV

Structure (ORCA input):
```
! RIJCOSX wB97M-V def2-TZVPD def2/J DEFGRID3
* xyz 0 1
C 0.557 -2.307 3.548
C 0.620 -1.480 2.689
C 2.011 -0.273 1.045
C 2.065 -0.059 -0.265
C 0.694 -0.315 1.853
C -2.785 0.478 -2.302
N -1.868 0.873 -3.000
P 0.470 0.118 -1.157
S 0.432 2.239 -0.988
S -0.583 -0.484 0.514
H 0.396 -2.920 4.401
H 2.885 -0.213 1.644
H 2.949 0.180 -0.831
H 0.765 0.512 2.688
H -2.446 0.450 -1.254
H -3.811 0.239 -2.584
H -0.425 1.967 -1.977
H -1.925 0.995 -4.024
*
```

---

Entry from the Open Molecules 2025 dataset: a molecular structure, C30H45ClO2P2Pt in a non-equilibrium geometry (wB97M-V/def2-TZVPD).

Properties
HOMO energy (spin up / spin down) ... -11.432 / -12.605 eV
Energy above the lowest of the compared OMol25 structures with the same formula, charge and spin ... 12.0 kcal/mol
E_tot ... -2582.01158 Ha
Kohn-Sham gap (spin up / spin down) ... 6.4 / 3.0 eV

Structure (ORCA input):
```
! RIJCOSX wB97M-V def2-TZVPD def2/J DEFGRID3
* xyz 2 5
Pt -0.279 -2.696 -4.325
C -0.887 -2.622 2.264
C 0.404 -2.958 1.782
C 0.634 -1.259 3.317
C -0.742 -1.580 3.221
C 1.350 -2.120 2.439
C -2.155 -3.282 1.899
H -2.066 -3.800 0.941
H -2.959 -2.543 1.826
H -2.455 -4.026 2.651
C -1.815 -0.938 3.991
H -2.760 -1.476 3.874
H -1.942 0.100 3.641
H -1.563 -0.900 5.059
C 1.208 -0.249 4.217
H 1.038 -0.521 5.268
H 0.733 0.724 4.044
H 2.283 -0.143 4.053
C 2.816 -2.168 2.298
H 3.288 -2.693 3.141
H 3.223 -1.154 2.273
H 3.112 -2.694 1.385
C 0.707 -4.019 0.802
H 0.754 -5.011 1.277
H 1.667 -3.841 0.310
H -0.069 -4.061 0.029
C -1.551 -1.270 -4.800
C -0.964 -1.914 -6.018
C 0.216 -1.244 -6.737
C 1.496 -1.175 -5.868
C 1.306 -1.474 -4.306
C 1.102 -0.158 -3.585
C 0.062 0.750 -4.227
C -1.347 0.220 -4.567
H -0.074 -0.257 -7.132
H 1.963 -0.189 -5.985
H 0.442 -1.860 -7.624
H -1.683 0.773 -5.456
H -2.579 -1.579 -4.547
H -1.680 -2.455 -6.661
H -2.031 0.531 -3.755
H -0.087 1.611 -3.556
H 2.068 0.352 -3.752
H 0.499 1.198 -5.137
H 2.213 -1.914 -6.250
H 2.154 -2.076 -3.928
P -1.857 0.886 -1.212
C -2.993 1.392 0.134
C -2.256 -0.922 -1.211
P 1.285 0.484 -1.597
C -0.154 0.669 -0.478
C 2.329 -0.840 -0.968
C 2.202 2.032 -1.474
H -2.439 1.450 1.100
H -3.839 0.693 0.212
H -3.387 2.392 -0.112
H -1.708 -1.423 -2.020
H -3.333 -1.058 -1.368
H -1.968 -1.352 -0.245
H 2.058 2.649 -2.370
H 3.268 1.802 -1.354
H 1.842 2.566 -0.584
H -0.173 -0.223 0.160
H 0.075 1.527 0.213
H 2.796 -0.502 -0.032
H 3.113 -1.083 -1.700
H 1.721 -1.736 -0.783
Cl 0.312 6.834 6.529
C 0.101 5.570 5.394
C -1.195 5.135 5.058
C -1.356 4.109 4.125
C -0.236 3.523 3.514
C 1.048 3.973 3.842
C 1.223 4.973 4.798
C -0.388 2.404 2.523
O -1.454 1.735 2.581
O 0.590 2.223 1.722
H -2.055 5.602 5.535
H -2.350 3.751 3.864
H 1.901 3.529 3.339
H 2.225 5.296 5.077
*
```

---

Entry from the Open Molecules 2025 dataset: a single C5H7N molecule (wB97M-V/def2-TZVPD).

Properties
HOMO energy ... -7.947 eV
Energy above the lowest of the compared OMol25 structures with the same formula, charge and spin ... 142.6 kcal/mol
E_tot ... -249.24605 Ha
Kohn-Sham gap ... 8.3 eV

Structure (ORCA input):
```
! RIJCOSX wB97M-V def2-TZVPD def2/J DEFGRID3
* xyz 0 1
C -1.008 1.256 0.121
C -1.039 -0.999 0.334
C -0.258 0.710 -0.862
N 0.980 0.001 -0.724
C 1.393 -0.220 0.671
C 0.469 -1.161 0.026
H -0.665 1.436 1.129
H -1.956 1.717 -0.147
H -1.550 -1.242 -0.617
H -0.637 0.703 -1.881
H 1.014 0.416 1.465
H 2.450 -0.455 0.745
H 0.808 -2.161 -0.261
*
```

---

Entry from the Open Molecules 2025 dataset: a molecular structure, C26H28N7O4S2V in a non-equilibrium geometry (wB97M-V/def2-TZVPD).

Properties
HOMO energy (spin up / spin down) ... -14.184 / -14.441 eV
E_tot ... -3431.64710 Ha
Kohn-Sham gap (spin up / spin down) ... 6.9 / 7.5 eV

Structure (ORCA input):
```
! RIJCOSX wB97M-V def2-TZVPD def2/J DEFGRID3
* xyz 2 3
V 8.617 10.419 11.354
C 10.816 10.997 14.348
C 9.432 10.468 14.746
C 9.052 10.495 16.108
C 7.774 10.064 16.482
C 6.926 9.539 15.454
C 7.346 9.558 14.134
N 8.629 10.095 13.720
C 6.446 9.116 13.052
C 5.276 8.327 13.240
C 4.400 8.113 12.132
C 4.732 8.663 10.825
C 5.945 9.382 10.764
N 6.795 9.548 11.806
C 6.323 10.088 9.478
C 5.599 10.073 8.327
C 6.073 10.780 7.271
C 7.255 11.444 7.387
C 7.989 11.464 8.550
C 9.409 12.036 8.614
N 7.519 10.753 9.562
H 10.836 11.545 13.422
H 11.469 10.121 14.425
H 11.257 11.643 15.156
H 9.631 10.846 16.961
H 7.438 10.100 17.553
H 5.894 9.192 15.641
H 5.149 7.694 14.099
H 3.617 7.410 12.241
H 4.098 8.413 9.991
H 4.651 9.508 8.171
H 5.560 10.645 6.347
H 7.603 11.975 6.455
H 9.517 13.036 8.972
H 9.802 12.109 7.632
H 10.095 11.345 9.161
S 11.523 7.515 12.330
C 10.928 8.687 11.581
N 10.295 9.553 11.094
C 8.760 17.180 17.102
C 8.245 15.760 16.817
S 8.809 15.079 15.274
O 10.244 14.926 15.305
O 8.045 13.899 15.031
C 8.189 16.277 14.088
C 8.687 15.920 12.627
N 8.303 14.598 12.201
C 9.099 13.517 12.047
N 8.317 12.426 11.824
C 7.005 12.772 12.028
C 6.990 14.104 12.249
N 5.768 14.868 12.329
O 5.783 15.974 11.830
O 4.850 14.343 12.904
C 10.595 13.493 12.004
H 8.473 17.439 18.172
H 8.151 17.960 16.604
H 9.795 17.388 16.835
H 7.172 15.599 16.877
H 8.563 15.027 17.594
H 8.509 17.247 14.239
H 7.047 16.313 14.157
H 9.767 16.044 12.668
H 8.157 16.638 11.924
H 6.145 12.192 12.056
H 10.978 14.334 11.438
H 10.926 12.624 11.492
H 11.075 13.474 12.996
*
```

---

Entry from the Open Molecules 2025 dataset: a molecular structure, C23H31CrN3O2Te (wB97M-V/def2-TZVPD).

Properties
HOMO energy (spin up / spin down) ... -10.724 / -10.781 eV
Energy above the lowest of the compared OMol25 structures with the same formula, charge and spin ... 0.0 kcal/mol
E_tot ... -2522.08763 Ha
Kohn-Sham gap (spin up / spin down) ... 7.4 / 8.0 eV

Structure (ORCA input):
```
! RIJCOSX wB97M-V def2-TZVPD def2/J DEFGRID3
* xyz 1 2
Cr 0.212 0.594 0.201
C 3.206 1.175 1.087
N 2.298 0.060 0.744
C 2.341 -0.954 1.839
C 1.479 -0.730 3.098
C 0.675 0.559 3.205
N -0.354 0.581 2.175
C -1.570 0.407 2.539
C -2.713 0.371 1.665
C -3.951 -0.031 2.190
C -5.077 -0.061 1.403
C -4.984 0.347 0.069
C -3.787 0.774 -0.462
C -2.631 0.779 0.324
O -1.486 1.199 -0.212
C 2.888 -0.641 -0.439
C 3.203 0.219 -1.660
C 2.031 1.079 -2.160
N 0.784 0.468 -1.733
C 0.119 -0.253 -2.565
C -0.916 -1.178 -2.201
C -1.729 -1.720 -3.215
C -2.656 -2.690 -2.935
C -2.756 -3.178 -1.624
C -1.948 -2.694 -0.622
C -1.023 -1.669 -0.879
O -0.286 -1.217 0.122
H 4.229 0.802 1.200
H 2.910 1.645 2.019
H 3.190 1.930 0.306
H 3.393 -1.059 2.125
H 2.041 -1.898 1.388
H 2.116 -0.817 3.980
H 0.756 -1.544 3.160
H 1.293 1.448 3.097
H 0.217 0.613 4.196
H -1.779 0.282 3.604
H -4.006 -0.326 3.231
H -6.023 -0.386 1.811
H -5.867 0.332 -0.558
H -3.710 1.092 -1.493
H 2.190 -1.432 -0.710
H 3.820 -1.119 -0.116
H 3.492 -0.486 -2.442
H 4.074 0.852 -1.485
H 2.068 1.176 -3.248
H 2.085 2.080 -1.732
H 0.389 -0.207 -3.623
H -1.613 -1.352 -4.228
H -3.290 -3.087 -3.716
H -3.476 -3.953 -1.396
H -2.020 -3.069 0.390
C 2.225 4.469 0.029
Te 0.386 3.441 0.330
C -0.338 3.814 -1.628
H 2.770 4.052 -0.815
H 2.823 4.386 0.934
H 2.003 5.516 -0.158
H -0.605 4.863 -1.720
H -1.213 3.183 -1.756
H 0.426 3.552 -2.355
*
```

---

Entry from the Open Molecules 2025 dataset: a molecular structure, C5H7Br3N in a non-equilibrium geometry (wB97M-V/def2-TZVPD).

Properties
HOMO energy (spin up / spin down) ... -11.469 / -11.468 eV
Energy above the lowest of the compared OMol25 structures with the same formula, charge and spin ... 38.5 kcal/mol
E_tot ... -7971.13604 Ha
Kohn-Sham gap (spin up / spin down) ... 4.3 / 4.3 eV

Structure (ORCA input):
```
! RIJCOSX wB97M-V def2-TZVPD def2/J DEFGRID3
* xyz 1 1
C -0.667 0.963 -0.630
C -0.579 -0.261 -1.151
C 0.045 1.018 0.677
C 0.209 -1.147 -0.248
C -1.965 -1.871 3.068
N 0.419 -0.346 0.923
Br -1.923 -3.697 2.776
Br -2.984 -0.790 1.968
Br -1.112 -1.135 4.532
H -1.159 1.819 -1.052
H -0.987 -0.606 -2.082
H 0.910 1.696 0.622
H -0.588 1.402 1.487
H -0.312 -2.083 -0.006
H 1.155 -1.449 -0.728
H 1.224 -0.531 1.502
*
```

---

> Number 1 is which compound?

C4H9NO3